[1]
Entry from the Open Molecules 2025 dataset: a 2-piece molecular cluster, C4H10O2 overall (ωB97M-V/def2-TZVPD).

Geometry as ORCA input:
```
! wB97M-V def2-TZVPD RIJCOSX def2/J DEFGRID3
* xyz 0 1
H -0.20 1.96 -0.42
H 3.60 -0.84 -0.43
C -0.39 0.94 -0.78
C 2.68 -1.15 0.06
H -3.11 0.09 1.22
H -3.11 -0.23 -0.53
O 2.16 -0.04 0.74
H 0.58 0.47 -0.93
H -0.94 1.02 -1.72
H 1.27 -0.28 1.06
O -0.64 -0.47 1.12
C -2.68 0.39 0.26
C -1.18 0.22 0.28
H 2.00 -1.54 -0.71
H 2.92 -1.98 0.74
H -2.95 1.43 0.04
*
```

Gap between HOMO and LUMO   0.39287 Ha
ΔE to the lowest compared entry with this formula, charge and spin   18.0 kcal/mol
Calculated total energy   -308.86949 hartree
Highest occupied orbital energy   -9.84 eV
SMILES   CC(C)=O.CO

---

[2]
Entry from the Open Molecules 2025 dataset: one molecule with the formula C4H10O2 at a distorted geometry (ωB97M-V/def2-TZVPD).

Geometry as ORCA input:
```
! wB97M-V def2-TZVPD RIJCOSX def2/J DEFGRID3
* xyz 0 1
H -0.11 -1.79 1.34
C 0.53 -0.83 1.12
O -1.70 -0.08 0.75
H -0.63 -0.15 -2.12
O 1.35 1.28 -0.86
H 0.81 -0.97 -1.13
C 0.16 1.28 -0.07
C -0.37 -0.86 -1.10
H 0.51 1.73 0.98
H -1.03 -1.81 -1.11
H -0.79 1.83 -0.44
H -1.63 0.77 1.40
H 1.51 -0.93 0.68
H 1.11 1.00 -1.74
C -0.37 -0.09 0.20
H 0.66 -0.38 2.08
*
```

Gap between HOMO and LUMO   0.40450 Ha
ΔE to the lowest compared entry with this formula, charge and spin   57.1 kcal/mol
Calculated total energy   -308.80710 hartree
Highest occupied orbital energy   -10.22 eV
SMILES   CC(C)(O)CO

---

[3]
Entry from the Open Molecules 2025 dataset: a 2-piece molecular cluster, C4H10O2 overall (ωB97M-V/def2-TZVPD).

Geometry as ORCA input:
```
! wB97M-V def2-TZVPD RIJCOSX def2/J DEFGRID3
* xyz 0 1
H 1.16 -1.40 -0.47
C -1.26 -1.04 -0.48
O 0.02 -0.29 1.58
H 2.97 -0.45 0.65
H -1.09 1.61 -0.94
H 0.91 0.08 -1.57
C -0.81 1.44 0.11
H -0.08 2.20 0.41
H 1.64 0.09 1.30
O 2.35 0.30 0.61
C -0.21 0.06 0.36
H -1.04 -2.06 -0.17
C 0.72 -0.42 -0.62
H -1.42 -0.97 -1.56
H -1.69 1.54 0.74
H -2.18 -0.73 0.02
*
```

Gap between HOMO and LUMO   0.32982 Ha
ΔE to the lowest compared entry with this formula, charge and spin   86.1 kcal/mol
Calculated total energy   -308.76098 hartree
Highest occupied orbital energy   -8.71 eV

---

[4]
Entry from the Open Molecules 2025 dataset: one molecule with the formula C4H10O2 (ωB97M-V/def2-TZVPD).

Geometry as ORCA input:
```
! wB97M-V def2-TZVPD RIJCOSX def2/J DEFGRID3
* xyz 0 1
C -2.36 -0.18 0.13
H -2.98 0.70 0.00
H -2.01 -0.52 -0.85
H 2.61 -1.71 0.28
C -0.50 1.50 0.22
O 1.22 -0.23 0.30
H 0.17 0.22 -1.41
O -1.26 0.25 0.93
H 1.65 -1.58 -1.23
H 2.92 -0.39 -0.88
C 0.56 0.76 -0.53
H -2.89 -0.98 0.65
H -0.56 -0.45 0.99
C 2.14 -1.01 -0.42
H -0.04 1.91 1.13
H 1.29 1.50 -0.90
*
```

Gap between HOMO and LUMO   0.30214 Ha
ΔE to the lowest compared entry with this formula, charge and spin   111.7 kcal/mol
Calculated total energy   -308.72017 hartree
Highest occupied orbital energy   -7.44 eV

---

[5]
Entry from the Open Molecules 2025 dataset: a 2-piece molecular cluster, C4H10O2 overall at a distorted geometry (ωB97M-V/def2-TZVPD).

Geometry as ORCA input:
```
! wB97M-V def2-TZVPD RIJCOSX def2/J DEFGRID3
* xyz 0 1
H 0.40 -1.72 0.60
C 0.91 0.21 -0.16
C -0.35 0.56 0.66
H 1.11 1.04 -2.03
H -2.51 0.49 0.79
H 0.06 -0.40 -2.07
C -1.71 0.03 0.20
O 0.07 0.25 1.97
C 0.96 0.03 -1.64
H -0.38 1.66 0.58
H -1.89 0.30 -0.85
O 1.96 0.28 0.47
H -1.80 -1.05 0.30
H 1.10 0.30 1.78
H 1.84 -0.56 -1.88
H 0.24 -1.41 1.27
*
```

Gap between HOMO and LUMO   0.39480 Ha
ΔE to the lowest compared entry with this formula, charge and spin   52.8 kcal/mol
Calculated total energy   -308.81407 hartree
Highest occupied orbital energy   -9.92 eV
SMILES   CC(=O)[C@@H](C)O.[H][H]

---

[6]
Entry from the Open Molecules 2025 dataset: C4H10O2 as an isolated structure (ωB97M-V/def2-TZVPD).

Geometry as ORCA input:
```
! wB97M-V def2-TZVPD RIJCOSX def2/J DEFGRID3
* xyz 0 1
H -0.72 -1.59 1.35
H -1.82 0.72 -1.57
H -0.76 -2.46 -0.22
C -0.14 -1.85 0.45
H -0.70 1.13 0.94
H 0.72 -2.46 0.76
C -1.50 0.35 -0.60
C 0.43 -0.67 -0.29
C 1.70 1.26 0.01
H -0.31 -0.15 -1.09
H -2.14 -0.46 -0.24
H 2.04 1.91 0.82
O 0.90 0.23 0.61
O -1.35 1.40 0.27
H 1.10 1.83 -0.70
H 2.55 0.81 -0.50
*
```

Gap between HOMO and LUMO   0.32176 Ha
ΔE to the lowest compared entry with this formula, charge and spin   107.1 kcal/mol
Calculated total energy   -308.72755 hartree
Highest occupied orbital energy   -7.69 eV

---

[7]
Entry from the Open Molecules 2025 dataset: a 2-piece molecular cluster, C4H10O2 overall at a distorted geometry (ωB97M-V/def2-TZVPD).

Geometry as ORCA input:
```
! wB97M-V def2-TZVPD RIJCOSX def2/J DEFGRID3
* xyz 0 1
H 1.47 -0.65 -1.50
H 1.04 0.68 2.00
H 2.32 0.14 -0.16
O -2.12 -0.51 0.24
H -2.81 -0.73 -0.41
H 0.62 -1.03 2.22
H -0.09 1.59 -0.86
C 1.56 -0.62 -0.40
H -1.42 2.22 -1.64
H -0.97 -0.74 -1.45
C -0.92 -0.58 -0.38
O -0.49 1.98 -1.75
H 1.92 -1.59 -0.06
H -0.66 0.19 2.17
C 0.31 -0.09 1.74
C 0.25 -0.26 0.24
*
```

Gap between HOMO and LUMO   0.33222 Ha
ΔE to the lowest compared entry with this formula, charge and spin   32.3 kcal/mol
Calculated total energy   -308.84669 hartree
Highest occupied orbital energy   -8.50 eV
SMILES   CC(C)=CO.O

---

[8]
Entry from the Open Molecules 2025 dataset: one molecule with the formula C4H10O2 at a distorted geometry (ωB97M-V/def2-TZVPD).

Geometry as ORCA input:
```
! wB97M-V def2-TZVPD RIJCOSX def2/J DEFGRID3
* xyz 0 1
H 0.48 -1.31 0.68
H -1.13 -0.72 0.81
C 0.19 0.78 0.25
O -0.48 -2.56 -1.41
H -1.15 2.15 1.37
C -0.27 -0.71 0.15
H -1.26 -0.76 -1.81
H 1.86 1.38 -0.63
H 0.40 -2.95 -1.50
H 0.49 -0.81 -1.83
H 0.56 2.14 1.76
H -0.21 1.22 -0.66
C -0.29 1.50 1.52
O 1.62 0.90 0.16
C -0.39 -1.14 -1.27
H -0.44 0.90 2.42
*
```

Gap between HOMO and LUMO   0.40134 Ha
ΔE to the lowest compared entry with this formula, charge and spin   27.9 kcal/mol
Calculated total energy   -308.85364 hartree
Highest occupied orbital energy   -10.09 eV
SMILES   C[C@@H](O)CCO

---

[9]
Entry from the Open Molecules 2025 dataset: one molecule with the formula C4H10O2 (ωB97M-V/def2-TZVPD).

Geometry as ORCA input:
```
! wB97M-V def2-TZVPD RIJCOSX def2/J DEFGRID3
* xyz 0 1
H 0.66 -2.64 -0.35
H 1.30 0.17 -0.29
O -0.36 -0.93 0.25
C -0.11 -1.93 -0.71
H -1.04 -2.48 -0.89
H -0.57 0.51 -2.01
C 0.25 0.33 0.00
H -0.83 1.17 1.64
H 0.23 -1.51 -1.66
O 0.96 0.34 2.31
H 0.01 2.03 -1.32
H -1.52 1.32 -0.75
C 0.22 1.05 1.34
C -0.50 1.10 -1.08
H 0.67 2.04 1.24
H 0.64 -0.57 2.27
*
```

Gap between HOMO and LUMO   0.40594 Ha
ΔE to the lowest compared entry with this formula, charge and spin   24.3 kcal/mol
Calculated total energy   -308.85936 hartree
Highest occupied orbital energy   -10.03 eV
SMILES   CO[C@@H](C)CO

---

[10]
Entry from the Open Molecules 2025 dataset: one molecule with the formula C4H10O2 at a distorted geometry (ωB97M-V/def2-TZVPD).

Geometry as ORCA input:
```
! wB97M-V def2-TZVPD RIJCOSX def2/J DEFGRID3
* xyz 0 1
H 1.24 -1.22 0.18
H 0.71 0.30 0.81
C -0.98 -0.98 0.11
H -2.77 -0.34 1.11
C 0.46 -0.49 -0.04
H -1.00 -1.90 0.72
C -1.87 0.16 0.73
O -1.25 0.86 1.78
H -1.44 -1.19 -0.87
O 0.63 0.08 -1.30
H -0.27 0.85 1.60
H 2.01 1.11 -2.39
H 2.07 1.39 -0.62
H -2.14 0.84 -0.09
C 1.92 0.63 -1.41
H 2.69 -0.14 -1.30
*
```

Gap between HOMO and LUMO   0.40323 Ha
ΔE to the lowest compared entry with this formula, charge and spin   41.0 kcal/mol
Calculated total energy   -308.83285 hartree
Highest occupied orbital energy   -10.04 eV
SMILES   COCCCO

---

[11]
Entry from the Open Molecules 2025 dataset: one molecule with the formula C4H10O2 (ωB97M-V/def2-TZVPD).

Geometry as ORCA input:
```
! wB97M-V def2-TZVPD RIJCOSX def2/J DEFGRID3
* xyz 0 1
H -0.98 -1.85 0.79
C -1.84 0.13 0.69
H 2.19 1.39 -0.61
H 1.20 -1.42 0.03
H -2.81 -0.30 0.97
H 2.74 -0.16 -1.30
H 0.82 0.12 0.79
O -1.33 0.70 1.88
H 2.07 1.10 -2.37
C -0.94 -0.98 0.13
C 0.52 -0.55 -0.04
H -1.33 -1.29 -0.85
H -0.46 1.07 1.68
H -2.01 0.89 -0.08
O 0.68 0.12 -1.26
C 1.98 0.63 -1.39
*
```

Gap between HOMO and LUMO   0.40440 Ha
ΔE to the lowest compared entry with this formula, charge and spin   29.7 kcal/mol
Calculated total energy   -308.85082 hartree
Highest occupied orbital energy   -10.08 eV
SMILES   COCCCO

---

[12]
Entry from the Open Molecules 2025 dataset: one molecule with the formula C4H10O2 at a distorted geometry (ωB97M-V/def2-TZVPD).

Geometry as ORCA input:
```
! wB97M-V def2-TZVPD RIJCOSX def2/J DEFGRID3
* xyz 0 1
H -1.67 -0.42 -0.27
H 1.85 -0.26 -0.44
H -0.23 -1.33 -2.11
C 1.43 0.83 -0.09
O -0.16 -1.43 -1.14
C -0.09 0.94 -0.42
C -0.65 -0.49 -0.24
H 2.04 1.61 -0.68
C -0.38 -1.17 1.11
H -0.20 1.09 -1.47
H -0.72 -0.51 1.93
H -1.73 1.74 0.20
H 0.71 -1.42 1.16
H 1.61 0.93 1.02
H -1.09 -2.01 1.17
O -0.72 1.90 0.26
*
```

Gap between HOMO and LUMO   0.38921 Ha
ΔE to the lowest compared entry with this formula, charge and spin   39.0 kcal/mol
Calculated total energy   -308.83599 hartree
Highest occupied orbital energy   -9.92 eV
SMILES   C[C@H](O)[C@H](C)O

---

[13]
Entry from the Open Molecules 2025 dataset: one molecule with the formula C4H10O2 at a distorted geometry (ωB97M-V/def2-TZVPD).

Geometry as ORCA input:
```
! wB97M-V def2-TZVPD RIJCOSX def2/J DEFGRID3
* xyz 0 1
H -1.64 0.56 1.03
H -2.38 -1.06 0.94
H -2.38 -0.72 -1.22
H 1.34 -0.15 -1.55
H 1.82 -0.47 1.11
H -0.41 -1.49 1.91
O -1.54 -0.41 -0.87
C 1.07 1.08 -0.12
H -0.09 -1.79 0.17
H 0.02 1.31 -0.37
H 1.66 1.91 0.25
H 0.80 0.65 1.95
C -1.58 -0.43 0.55
C 0.85 0.08 1.02
O 1.54 0.79 -1.47
C -0.17 -1.03 0.95
*
```

Gap between HOMO and LUMO   0.38329 Ha
ΔE to the lowest compared entry with this formula, charge and spin   43.5 kcal/mol
Calculated total energy   -308.82885 hartree
Highest occupied orbital energy   -9.63 eV
SMILES   OCCCCO

---

[14]
Entry from the Open Molecules 2025 dataset: one molecule with the formula C4H10O2 (ωB97M-V/def2-TZVPD).

Geometry as ORCA input:
```
! wB97M-V def2-TZVPD RIJCOSX def2/J DEFGRID3
* xyz 0 1
H -0.97 1.64 -0.97
O -0.02 -0.37 1.57
O 2.15 0.34 0.27
H -1.36 -0.87 -1.45
H 0.85 0.02 1.75
H -2.24 -0.84 0.09
C -0.72 1.39 0.07
C -0.23 -0.05 0.20
H -0.97 -2.05 -0.17
C 1.12 -0.28 -0.50
H -1.62 1.52 0.68
H 1.12 0.13 -1.52
H 1.29 -1.37 -0.56
C -1.26 -1.01 -0.37
H 2.83 -0.31 0.46
H 0.03 2.11 0.43
*
```

Gap between HOMO and LUMO   0.39710 Ha
ΔE to the lowest compared entry with this formula, charge and spin   11.4 kcal/mol
Calculated total energy   -308.87996 hartree
Highest occupied orbital energy   -10.06 eV
SMILES   CC(C)(O)CO

---

[15]
Entry from the Open Molecules 2025 dataset: a 2-piece molecular cluster, C4H10O2 overall (ωB97M-V/def2-TZVPD).

Geometry as ORCA input:
```
! wB97M-V def2-TZVPD RIJCOSX def2/J DEFGRID3
* xyz 0 1
H 1.00 -0.94 1.87
H 2.72 -0.51 -0.24
C -1.20 -0.57 -0.38
H 0.99 -1.38 2.46
C 0.06 -0.45 -0.79
H -1.82 -1.32 -0.86
H 2.76 1.27 -0.34
H -2.37 -0.26 1.39
C -1.84 0.33 0.64
O 0.90 0.50 -0.29
H -1.07 0.92 1.15
O -2.83 1.17 0.06
C 2.25 0.37 -0.69
H 0.49 -1.10 -1.55
H -2.40 1.66 -0.64
H 2.34 0.32 -1.78
*
```

Gap between HOMO and LUMO   0.36284 Ha
ΔE to the lowest compared entry with this formula, charge and spin   61.3 kcal/mol
Calculated total energy   -308.80046 hartree
Highest occupied orbital energy   -8.91 eV
SMILES   CO/C=C\CO.[H][H]

---

[16]
Entry from the Open Molecules 2025 dataset: an isolated ion of composition C4H10O2 and charge +1 at a distorted geometry (ωB97M-V/def2-TZVPD).

Geometry as ORCA input:
```
! wB97M-V def2-TZVPD RIJCOSX def2/J DEFGRID3
* xyz 1 2
H -2.09 1.01 -0.57
O 1.53 -0.76 2.76
H -0.39 0.37 1.51
C 0.04 -0.19 0.65
H -1.46 1.91 -1.85
H 2.44 -0.07 1.04
O -1.75 -0.17 -2.38
H -0.40 -1.15 0.61
H 1.29 -1.64 2.85
C 0.17 0.57 -0.73
H 0.60 1.51 -0.57
H 0.68 0.03 -1.57
C -1.40 0.90 -1.39
H -2.70 0.06 -2.45
C 1.57 -0.64 1.25
H 1.87 -1.72 0.85
*
```

Gap between HOMO and LUMO (spin up / spin down)   0.43118 / 0.16569 Ha
ΔE to the lowest compared entry with this formula, charge and spin   94.5 kcal/mol
Calculated total energy   -308.43030 hartree
Highest occupied orbital energy (spin up / spin down)   -14.94 / -14.53 eV

---

[17]
Entry from the Open Molecules 2025 dataset: C4H10O2S2 as an isolated structure at a distorted geometry (ωB97M-V/def2-TZVPD).

Geometry as ORCA input:
```
! wB97M-V def2-TZVPD RIJCOSX def2/J DEFGRID3
* xyz 0 1
H -0.81 1.29 1.52
O -0.20 -1.16 1.09
S -2.80 -0.10 -0.24
H 2.63 -0.64 1.04
C 0.06 1.14 0.76
H 1.36 0.17 -1.55
C -0.02 -0.25 0.02
H -0.51 3.06 0.05
C -1.11 -0.48 -0.91
O 0.31 2.05 -0.33
S 2.88 -0.20 -0.20
H 0.93 0.89 1.49
H -0.41 -1.98 0.73
H -1.24 0.04 -1.91
H 1.02 -1.57 -0.94
H -1.13 -1.64 -1.30
H -2.25 -0.10 1.39
C 1.29 -0.52 -0.70
*
```

Gap between HOMO and LUMO   0.32070 Ha
ΔE to the lowest compared entry with this formula, charge and spin   132.9 kcal/mol
Calculated total energy   -1105.06914 hartree
Highest occupied orbital energy   -8.83 eV

---

[18]
Entry from the Open Molecules 2025 dataset: one molecule with the formula C4H10O2S2 at a distorted geometry (ωB97M-V/def2-TZVPD).

Geometry as ORCA input:
```
! wB97M-V def2-TZVPD RIJCOSX def2/J DEFGRID3
* xyz 0 1
H 0.73 1.92 0.29
O -2.46 -0.46 1.17
H 2.11 1.12 1.21
O 2.20 -0.90 -0.72
C -1.42 0.32 0.58
H -1.31 0.99 1.37
S -1.90 1.05 -1.05
S -0.56 -2.22 -0.31
H -2.86 0.18 -1.42
C 0.08 -0.71 0.41
H -2.91 -0.98 0.51
C 1.15 0.06 -0.40
C 1.68 1.37 0.19
H -0.31 -2.04 -1.64
H 2.29 1.95 -0.40
H 2.54 -0.99 0.16
H 0.27 -0.74 1.50
H 0.67 0.09 -1.46
*
```

Gap between HOMO and LUMO   0.34648 Ha
ΔE to the lowest compared entry with this formula, charge and spin   61.5 kcal/mol
Calculated total energy   -1105.18293 hartree
Highest occupied orbital energy   -8.91 eV
SMILES   C[C@@H](O)[C@H](S)[C@H](O)S

---

[19]
Entry from the Open Molecules 2025 dataset: a 2-piece molecular cluster, C4H10O3 overall at a distorted geometry (ωB97M-V/def2-TZVPD).

Geometry as ORCA input:
```
! wB97M-V def2-TZVPD RIJCOSX def2/J DEFGRID3
* xyz -2 1
O 2.48 -2.57 -1.80
C 1.24 -2.51 -1.10
H 1.31 -0.26 -0.89
H 0.42 -3.17 -1.37
C 0.60 -1.00 -1.14
H 1.28 -2.73 0.03
H -1.06 -1.67 -0.13
H 0.13 -0.61 -2.02
C -1.22 0.48 0.08
H 0.18 -1.03 0.99
H -0.84 1.28 -0.62
C -0.40 -0.87 0.06
H -2.23 0.24 -0.08
H -1.07 1.89 1.49
O -1.00 0.93 1.46
H -0.55 4.53 2.54
O -1.34 4.74 1.92
*
```

Gap between HOMO and LUMO   0.24593 Ha
ΔE to the lowest compared entry with this formula, charge and spin   36.4 kcal/mol
Calculated total energy   -383.97369 hartree
Highest occupied orbital energy   -0.24 eV

---

[20]
Entry from the Open Molecules 2025 dataset: a 2-piece molecular cluster, C4H10O3 overall at a distorted geometry (ωB97M-V/def2-TZVPD).

Geometry as ORCA input:
```
! wB97M-V def2-TZVPD RIJCOSX def2/J DEFGRID3
* xyz 0 1
H 1.28 -0.51 0.51
H 0.91 -3.16 -0.02
H 0.13 -1.35 -1.56
H -0.12 2.87 2.13
C -0.40 -0.83 -0.76
O 0.39 3.56 1.75
H -1.44 -1.16 -0.75
O -0.84 0.95 -2.43
H -0.98 1.17 -0.35
C -0.39 0.66 -1.12
H 1.17 3.13 1.43
H -0.31 -0.74 1.34
O 0.71 -2.94 2.00
H -1.80 0.98 -2.47
C 0.69 -2.54 0.87
C 0.36 -1.09 0.55
H 0.64 1.01 -1.11
*
```

Gap between HOMO and LUMO   0.39145 Ha
ΔE to the lowest compared entry with this formula, charge and spin   35.0 kcal/mol
Calculated total energy   -384.09381 hartree
Highest occupied orbital energy   -10.05 eV
SMILES   O=CCCCO.O